{"formula": "C39H42CdN7O3S6", "method": "ωB97M-V/def2-TZVPD", "e_homo_ev": -3.78, "e_above_lowest_kj_mol": 90.1, "homo_lumo_gap_ev": 5.477, "total_charge": -1, "e_tot_ev": -127278.91636, "elements": ["Cd", "C", "C", "C", "C", "C", "C", "N", "N", "C", "C", "C", "C", "C", "N", "H", "H", "H", "H", "H", "H", "H", "H", "H", "O", "C", "S", "C", "C", "S", "S", "S", "C", "C", "C", "C", "C", "C", "C", "S", "O", "O", "N", "C", "C", "C", "C", "C", "C", "C", "C", "N", "C", "H", "H", "H", "H", "H", "H", "H", "H", "H", "H", "H", "H", "H", "C", "C", "C", "C", "N", "C", "S", "N", "C", "C", "C", "C", "H", "H", "H", "H", "H", "H", "H", "H", "H", "H", "H", "H", "H", "H", "H", "H", "H", "H", "H", "H"], "coordinates": [[0.0147, 0.6052, 0.0842], [-2.7231, -2.7160, 4.2334], [-2.6254, -1.5422, 4.9748], [-1.9142, -0.4612, 4.4852], [-1.3044, -0.5575, 3.2383], [-1.4037, -1.7228, 2.4953], [-2.1072, -2.8069, 2.9937], [-0.5328, 0.4892, 2.6530], [-0.3401, 1.4694, 3.3766], [0.4804, 2.4812, 2.7954], [0.9433, 3.4546, 3.6624], [1.8064, 4.4161, 3.1642], [2.1554, 4.3684, 1.8273], [1.6059, 3.3743, 1.0281], [0.7772, 2.4546, 1.5039], [-3.2811, -3.5571, 4.6259], [-3.1082, -1.4724, 5.9415], [-1.8299, 0.4584, 5.0467], [-0.9254, -1.7879, 1.5266], [-2.1663, -3.7143, 2.4056], [0.6281, 3.4287, 4.6957], [2.2000, 5.1885, 3.8123], [2.8308, 5.0916, 1.3928], [1.8060, 3.3252, -0.0341], [-3.3952, 5.4526, 2.3710], [-2.9698, 4.5972, 1.6284], [-1.7725, 4.8803, 0.3641], [-1.6808, 3.2387, -0.2714], [-2.4826, 2.3351, 0.3356], [-2.5240, 0.6137, -0.0050], [-3.4825, 2.9101, 1.6643], [-0.4976, 2.8920, -1.4919], [5.7533, -5.5528, 1.0101], [5.1239, -4.1855, 0.9753], [3.7406, -4.0343, 0.9639], [3.1634, -2.7750, 0.9319], [3.9735, -1.6520, 0.8984], [5.3536, -1.7778, 0.9149], [5.9204, -3.0427, 0.9550], [3.1977, -0.0512, 0.8604], [4.2501, 0.9149, 0.6422], [2.4208, 0.0554, 2.0704], [2.1466, -0.1307, -0.3467], [2.5803, -0.2621, -1.6507], [3.8897, -0.3710, -2.0865], [4.2013, -0.5641, -3.4461], [3.2387, -0.6314, -4.4113], [1.8843, -0.4902, -4.0265], [0.8133, -0.5123, -4.9483], [-0.4720, -0.3380, -4.5139], [-0.6993, -0.1550, -3.1352], [0.2718, -0.1795, -2.2617], [1.5535, -0.3167, -2.6638], [4.9963, -6.3343, 0.9532], [6.3205, -5.6987, 1.9315], [6.4443, -5.6877, 0.1758], [3.0998, -4.9089, 0.9734], [2.0863, -2.6687, 0.9099], [5.9660, -0.8859, 0.8878], [7.0001, -3.1453, 0.9633], [4.6990, -0.2852, -1.3787], [5.2453, -0.6504, -3.7234], [3.4887, -0.7676, -5.4563], [1.0318, -0.6440, -6.0024], [-1.3030, -0.3110, -5.2069], [-1.6910, 0.0397, -2.7368], [-3.2661, -5.7566, -2.1509], [-4.3874, -4.7931, -1.7735], [-4.1047, -3.3330, -2.1242], [-2.8482, -2.7695, -1.4651], [-1.6634, -3.0338, -2.2694], [-0.4452, -3.3602, -1.7933], [-0.1753, -3.8102, -0.1965], [0.5442, -3.3304, -2.7109], [1.9466, -3.5871, -2.4090], [2.3261, -5.0613, -2.3424], [2.1040, -5.8554, -3.6312], [0.6602, -6.3024, -3.8586], [-3.5439, -6.7849, -1.9121], [-2.3453, -5.5268, -1.6127], [-3.0484, -5.7076, -3.2210], [-4.5708, -4.8605, -0.6966], [-5.3163, -5.0999, -2.2635], [-4.9556, -2.7180, -1.8237], [-4.0216, -3.2266, -3.2129], [-2.6825, -3.2330, -0.4932], [-2.9446, -1.6936, -1.2958], [-1.7014, -2.7023, -3.2219], [0.3563, -2.8341, -3.5697], [2.1946, -3.1026, -1.4639], [2.5251, -3.0909, -3.1919], [1.7823, -5.5310, -1.5189], [3.3873, -5.0899, -2.0747], [2.7381, -6.7461, -3.6015], [2.4523, -5.2665, -4.4875], [0.2789, -6.8242, -2.9779], [0.5899, -6.9831, -4.7095], [-0.0034, -5.4592, -4.0445]], "forces_ev_per_a": [[-0.1, 0.5, -0.3], [0.0, 0.0, 0.0], [0.0, 0.0, 0.0], [0.0, 0.1, 0.0], [0.0, -0.1, 0.0], [0.1, 0.0, 0.0], [0.0, 0.0, 0.0], [0.1, 0.0, 0.0], [0.0, -0.1, 0.0], [0.0, 0.1, -0.1], [0.0, 0.0, 0.0], [0.0, 0.0, 0.0], [0.0, 0.0, 0.0], [0.0, 0.1, 0.0], [0.1, -0.1, 0.1], [0.0, 0.0, 0.0], [0.0, 0.0, 0.0], [0.0, 0.0, 0.0], [0.0, 0.0, 0.0], [0.0, 0.0, 0.0], [0.0, 0.0, 0.0], [0.0, 0.0, 0.0], [0.0, 0.0, 0.0], [0.0, 0.0, 0.0], [0.0, 0.0, 0.0], [0.0, 0.0, 0.0], [0.0, 0.0, 0.0], [-0.1, -0.1, 0.1], [0.0, 0.1, 0.0], [0.0, -0.1, 0.1], [0.0, 0.0, 0.0], [0.1, 0.0, -0.1], [0.0, 0.0, 0.0], [0.0, 0.0, 0.0], [0.0, 0.0, 0.0], [0.0, 0.0, 0.0], [0.0, 0.0, 0.0], [0.0, 0.0, 0.0], [0.0, 0.0, 0.0], [0.0, -0.1, 0.0], [0.0, 0.0, 0.0], [0.0, 0.0, 0.0], [0.1, 0.1, 0.1], [0.0, -0.1, 0.0], [0.0, 0.0, 0.0], [0.0, 0.0, 0.0], [0.0, 0.0, 0.0], [0.0, 0.0, 0.0], [0.0, 0.0, 0.0], [0.0, 0.0, 0.0], [0.0, 0.0, 0.0], [0.0, -0.1, 0.1], [0.0, 0.0, 0.0], [0.0, 0.0, 0.0], [0.0, 0.0, 0.0], [0.0, 0.0, 0.0], [0.0, 0.0, 0.0], [0.0, 0.0, 0.0], [0.0, 0.0, 0.0], [0.0, 0.0, 0.0], [0.0, 0.0, 0.0], [0.0, 0.0, 0.0], [0.0, 0.0, 0.0], [0.0, 0.0, 0.0], [0.0, 0.0, 0.0], [0.0, 0.0, 0.0], [0.0, 0.0, 0.0], [0.0, 0.0, 0.0], [0.0, 0.0, 0.0], [0.0, 0.0, 0.0], [0.0, 0.0, 0.0], [0.0, 0.0, 0.0], [0.0, -0.1, 0.0], [0.0, 0.0, 0.0], [0.0, 0.0, 0.0], [0.0, 0.0, 0.0], [0.0, 0.0, 0.0], [0.0, 0.0, 0.0], [0.0, 0.0, 0.0], [0.0, 0.0, 0.0], [0.0, 0.0, 0.0], [0.0, 0.0, 0.0], [0.0, 0.0, 0.0], [0.0, 0.0, 0.0], [0.0, 0.0, 0.0], [0.0, 0.0, 0.0], [0.0, 0.0, 0.0], [0.0, 0.0, 0.0], [0.0, 0.0, 0.0], [0.0, 0.0, 0.0], [0.0, 0.0, 0.0], [0.0, 0.0, 0.0], [0.0, 0.0, 0.0], [0.0, 0.0, 0.0], [0.0, 0.0, 0.0], [0.0, 0.0, 0.0], [0.0, 0.0, 0.0], [0.0, 0.0, 0.0]]}

***

{"formula": "C4H16N2O2", "method": "ωB97M-V/def2-TZVPD", "e_homo_ev": -9.62, "e_above_lowest_kj_mol": 101.6, "homo_lumo_gap_ev": 10.317, "total_charge": 0, "smiles": "NCCCCN.O.O", "e_tot_ev": -11481.91821, "elements": ["N", "C", "C", "C", "C", "N", "H", "H", "H", "H", "H", "H", "H", "H", "H", "H", "H", "H", "O", "H", "H", "O", "H", "H"], "coordinates": [[-2.4222, -1.2946, -0.5770], [-1.3529, -1.0048, -1.5363], [-0.3018, 0.0227, -1.0533], [1.0307, -0.5475, -0.5610], [1.3139, -0.2882, 0.8967], [1.4306, 1.1739, 1.2263], [-2.3689, -2.2612, -0.3042], [-3.3513, -1.0483, -0.9030], [-1.7843, -0.5753, -2.4454], [-0.9400, -1.9527, -1.9038], [-0.1728, 0.8105, -1.7928], [-0.8490, 0.4994, -0.2171], [1.8009, -0.1308, -1.2023], [1.0511, -1.6124, -0.8423], [0.5676, -0.6129, 1.6289], [2.2191, -0.8467, 1.1749], [0.9539, 1.3980, 2.0888], [2.4107, 1.2862, 1.4775], [-1.6187, -0.5864, 2.5500], [-0.8537, -0.1806, 2.9517], [-1.5403, -0.4271, 1.5958], [1.8387, 2.9240, -1.1048], [1.9134, 2.8438, -0.1324], [1.0252, 2.4108, -1.0149]], "forces_ev_per_a": [[0.5, 0.3, 0.3], [-0.3, 0.3, -1.2], [-1.1, -0.2, 1.0], [-0.7, -0.2, -0.9], [0.1, 0.2, 1.2], [1.2, -0.5, -0.2], [-0.4, -0.1, 0.1], [0.3, -0.2, 0.1], [-0.2, 0.0, 0.1], [0.4, 0.2, 0.3], [0.1, -0.1, -0.2], [0.5, 0.1, -0.2], [0.5, 0.3, 0.3], [0.0, 0.1, 0.6], [-0.2, -0.7, -0.9], [0.0, 0.3, 0.0], [-0.3, -0.1, 0.0], [-0.1, 0.5, -0.2], [-0.3, -0.1, -0.2], [0.2, 0.2, 0.2], [-0.3, -0.2, 0.1], [-0.6, -0.4, 1.3], [1.1, 0.5, -0.2], [-0.4, -0.2, -1.2]]}

***

{"formula": "C19H48NO9P3", "method": "ωB97M-V/def2-TZVPD", "e_homo_ev": -8.34, "homo_lumo_gap_ev": 5.941, "total_charge": 0, "smiles": "CC(=O)N(C)CCCC[PH4].CCOP(=O)(OCC)OCC.CCOP(=O)(OCC)OCC", "e_tot_ev": -68254.57462, "elements": ["C", "C", "O", "N", "C", "C", "C", "C", "C", "P", "H", "H", "H", "H", "H", "H", "H", "H", "H", "H", "H", "H", "H", "H", "H", "H", "H", "H", "C", "C", "O", "P", "O", "O", "C", "C", "O", "C", "C", "H", "H", "H", "H", "H", "H", "H", "H", "H", "H", "H", "H", "H", "H", "H", "C", "C", "O", "P", "O", "O", "C", "C", "O", "C", "C", "H", "H", "H", "H", "H", "H", "H", "H", "H", "H", "H", "H", "H", "H", "H"], "coordinates": [[-1.8370, 0.1052, 1.2262], [-3.0667, -0.2186, 2.2592], [-4.2939, 0.2669, 1.9233], [-2.9999, -1.0433, 3.5239], [-3.2034, -2.4760, 3.0850], [-1.7184, -0.8378, 4.3008], [-1.5487, -1.8021, 5.6222], [-0.4869, -3.0372, 5.4476], [0.9927, -2.6154, 4.8851], [1.1859, -2.8987, 2.9672], [-2.1128, 1.1074, 0.6554], [-0.7922, 0.2922, 1.7467], [-1.6634, -0.7135, 0.3961], [-3.3456, -2.5238, 1.9011], [-2.3223, -3.2044, 3.3342], [-4.2327, -2.8725, 3.5276], [-0.7648, -0.8667, 3.6095], [-1.7661, 0.2791, 4.7202], [-1.1509, -1.1151, 6.5026], [-2.6127, -2.1931, 5.9970], [-0.3105, -3.4920, 6.5370], [-0.8971, -3.9482, 4.8056], [1.1139, -1.4486, 5.0488], [1.8948, -3.1853, 5.4133], [1.4148, -1.4651, 2.7655], [-0.2033, -3.3217, 2.8359], [2.2214, -3.8726, 3.1983], [1.2755, -3.0356, 1.5120], [-2.4695, 2.0568, -6.8288], [-3.1195, 3.0966, -5.9374], [-3.8942, 2.4864, -4.9210], [-3.0949, 1.7570, -3.6694], [-2.6956, 3.0992, -3.0089], [-4.3841, 1.5426, -2.6391], [-4.2116, 1.8145, -1.2553], [-4.9024, 3.1229, -0.9063], [-3.5411, 0.2573, -4.4074], [-4.8544, -0.2886, -4.4316], [-5.8186, 0.4418, -5.3456], [-1.7480, 1.4563, -6.2656], [-1.9457, 2.5347, -7.6622], [-3.2162, 1.3675, -7.2324], [-2.3666, 3.7587, -5.4964], [-3.7951, 3.7170, -6.5331], [-3.1522, 1.8371, -0.9835], [-4.6697, 0.9966, -0.6922], [-4.5908, 3.9386, -1.5673], [-4.6918, 3.4114, 0.1277], [-5.9861, 3.0210, -1.0264], [-5.2619, -0.4020, -3.4219], [-4.7411, -1.3095, -4.8152], [-6.1068, 1.4109, -4.9268], [-6.7348, -0.1412, -5.4807], [-5.3729, 0.6197, -6.3298], [7.8555, -1.8547, 0.2183], [7.1935, -1.0924, 1.3491], [6.2285, -0.1811, 0.8551], [4.8001, -0.7955, 0.2895], [4.2560, -1.1057, 1.7054], [3.9400, 0.6253, 0.1841], [2.5881, 0.6452, 0.6208], [2.4971, 1.3714, 1.9532], [5.4081, -0.4488, -1.2926], [5.5483, 0.8511, -1.8530], [6.6677, 1.6755, -1.2481], [7.1303, -2.4882, -0.3022], [8.6596, -2.4914, 0.5997], [8.2733, -1.1680, -0.5229], [6.7349, -1.7800, 2.0679], [7.9468, -0.5090, 1.8861], [2.1770, -0.3663, 0.6882], [2.0001, 1.1809, -0.1295], [3.2013, 0.9671, 2.6881], [1.4858, 1.3049, 2.3652], [2.7529, 2.4284, 1.8249], [4.5986, 1.3953, -1.8501], [5.7878, 0.6906, -2.9109], [6.4117, 2.0144, -0.2394], [6.8576, 2.5669, -1.8538], [7.5949, 1.0967, -1.1834]], "forces_ev_per_a": [[0.4, 0.8, -0.1], [-5.8, 2.3, -1.5], [7.7, -3.1, 1.9], [1.7, 0.2, -2.0], [-1.3, -1.3, -1.2], [0.7, 1.4, 0.8], [-0.1, 0.1, 0.2], [0.6, -0.8, 1.2], [-0.3, 0.8, 1.1], [-0.6, 0.8, 0.0], [0.4, -2.2, 1.4], [-2.2, -0.5, -0.9], [-0.6, 1.4, 1.9], [0.3, 0.0, 2.5], [-1.7, 1.6, -0.2], [2.3, 0.7, -0.8], [-1.7, -0.2, 1.4], [0.1, -2.4, -1.0], [-0.7, -1.4, -1.9], [2.3, 0.8, -1.0], [-0.6, 0.9, -2.3], [0.6, 2.0, 1.2], [0.0, -2.3, -0.1], [-2.1, 1.2, -0.8], [0.0, -0.7, 0.2], [0.6, 0.1, 0.2], [-0.2, 0.2, -0.3], [0.3, -0.3, 0.1], [0.1, -0.1, -0.1], [0.0, 0.2, -0.4], [0.9, 0.1, -0.4], [-9.5, 2.7, 0.1], [3.9, -2.7, -0.6], [1.2, -0.9, -0.1], [-0.4, 0.4, 0.5], [-0.1, 0.2, 0.0], [4.0, 0.4, 0.5], [-0.8, -0.8, 0.3], [0.0, 0.6, 0.1], [0.0, 0.0, -0.1], [0.0, 0.0, 0.1], [0.1, 0.1, 0.0], [-0.1, 0.0, 0.0], [0.0, -0.1, 0.2], [-0.2, 0.1, -0.1], [0.1, 0.0, -0.1], [0.2, -0.2, 0.1], [-0.1, -0.1, -0.1], [0.1, -0.1, 0.1], [0.1, 0.2, -0.2], [0.4, 0.1, 0.0], [0.1, -0.1, -0.1], [0.2, -0.1, 0.1], [-0.1, -0.1, 0.2], [0.1, -0.1, -0.1], [0.5, -0.1, 0.2], [0.2, -0.9, 0.1], [1.7, 9.3, 2.5], [-0.3, -3.9, -2.7], [-0.4, -1.0, -0.8], [-0.3, 0.3, 0.5], [0.1, 0.1, 0.1], [-1.1, -3.9, 0.5], [-0.2, 0.9, -0.8], [0.0, 0.0, 0.6], [0.1, 0.0, 0.0], [-0.1, 0.0, 0.0], [0.0, -0.1, 0.1], [0.0, 0.1, 0.0], [-0.2, 0.1, 0.0], [0.1, 0.1, 0.1], [0.1, 0.0, -0.1], [-0.2, -0.1, -0.2], [0.0, 0.1, 0.0], [-0.1, -0.1, 0.0], [0.2, -0.2, 0.2], [0.0, -0.4, 0.2], [0.1, -0.1, -0.2], [-0.1, -0.2, -0.1], [-0.2, 0.1, -0.1]]}

***

{"formula": "C4H6O2", "method": "ωB97M-V/def2-TZVPD", "e_homo_ev": -8.77, "e_above_lowest_kj_mol": 395.2, "homo_lumo_gap_ev": 9.534, "total_charge": 0, "e_tot_ev": -8336.36502, "elements": ["O", "C", "C", "C", "O", "C", "H", "H", "H", "H", "H", "H"], "coordinates": [[-0.0903, -2.0239, 0.3741], [-0.8950, -1.0739, 0.8087], [-0.6682, 0.1465, -0.0408], [0.2896, 1.1241, 0.6893], [1.2476, 1.0475, -0.3671], [0.4001, 0.1898, -1.1477], [-0.2023, -2.7970, 0.9474], [-1.6377, 0.5894, -0.2859], [-0.1031, 2.1382, 0.8280], [0.6916, 0.7595, 1.6439], [0.8806, -0.7688, -1.3663], [0.0871, 0.6686, -2.0836]], "forces_ev_per_a": [[-0.2, 0.0, 0.3], [0.3, 0.0, -0.3], [-0.2, -0.1, 0.1], [-0.1, 0.2, 0.4], [0.1, 0.0, 0.0], [-0.1, -0.3, -0.3], [0.0, 0.1, -0.1], [0.2, -0.1, 0.1], [0.1, -0.1, 0.0], [-0.1, 0.1, -0.2], [0.0, 0.2, 0.0], [0.0, 0.0, 0.2]]}